<i>
# C3H9N3O

C3H9N3O in the gas phase (ωB97M-V with the def2-TZVPD basis set, OMol25).

Calculated values
LUMO: 0.75 eV
Gap between HOMO and LUMO: 10.0 eV
Molar mass: 103.12 Da

ORCA input file:
```
! wB97M-V def2-TZVPD RIJCOSX def2/J DEFGRID3
* xyz 0 1
O -0.844 1.353 1.029
C -0.062 0.476 0.765
N -0.156 -0.288 -0.396
C -0.947 0.255 -1.480
N -2.215 -0.573 -1.705
C 1.039 -0.072 1.659
N 2.366 -0.115 1.091
H 0.668 -0.735 -0.774
H -1.321 1.233 -1.225
H -0.477 0.311 -2.470
H -2.357 -1.065 -0.826
H -2.936 0.144 -1.633
H 0.657 -1.080 1.849
H 1.103 0.560 2.560
H 2.903 0.656 0.751
H 2.579 -1.058 0.803
*
```



<ii>
# C3H9N3O

A molecular structure, C3H9N3O (ωB97M-V with the def2-TZVPD basis set, OMol25).

Calculated values
LUMO (spin up / spin down): 0.10 / 0.10 eV
Gap between HOMO and LUMO (spin up / spin down): 7.4 / 7.4 eV
Molar mass: 103.12 Da

ORCA input file:
```
! wB97M-V def2-TZVPD RIJCOSX def2/J DEFGRID3
* xyz 0 1
C -0.808 -0.590 1.646
O -1.915 -0.282 0.800
C 0.490 -0.790 0.912
C 0.665 -1.521 -0.174
H -2.058 -1.044 0.226
H -1.033 -1.484 2.244
H -0.723 0.256 2.334
H 1.621 -1.876 -0.546
N 0.801 1.701 -1.345
N -0.420 1.788 -0.872
N 1.047 0.601 -1.962
H 1.302 -0.170 1.307
H -0.590 2.540 -0.226
H -0.993 0.949 -0.787
H 0.600 -0.698 -1.284
H 2.016 0.620 -2.274
*
```



Computed relative energies in units of kJ/mol: <i> 0.0; <ii> 551.9



<i>
# C2H5N3S2

C2H5N3S2 in the gas phase (ωB97M-V with the def2-TZVPD basis set, OMol25).

Calculated values
LUMO: 0.76 eV
Gap between HOMO and LUMO: 9.2 eV
Molar mass: 135.22 Da

ORCA input file:
```
! wB97M-V def2-TZVPD RIJCOSX def2/J DEFGRID3
* xyz 0 1
C -0.177 -1.498 -1.234
C 0.368 0.799 -0.365
N -0.317 -1.508 -0.019
N 0.004 -0.253 0.525
N -0.922 0.262 1.540
S 0.212 -0.040 -2.036
S 2.152 1.177 -0.350
H -0.221 -2.473 -1.842
H -0.298 1.597 -0.033
H -1.825 0.287 1.131
H -1.022 -0.558 2.142
H 2.046 2.207 0.541
*
```



<ii>
# C2H5N3S2

C2H5N3S2 in the gas phase (ωB97M-V with the def2-TZVPD basis set, OMol25).

Calculated values
LUMO: -0.34 eV
Gap between HOMO and LUMO: 8.6 eV
Molar mass: 135.22 Da

ORCA input file:
```
! wB97M-V def2-TZVPD RIJCOSX def2/J DEFGRID3
* xyz 0 1
C 1.540 -0.638 -0.248
C -2.158 -0.088 0.221
H 0.176 1.340 0.427
H 1.323 2.413 -0.327
H 2.262 -1.439 -0.458
H 0.335 -1.990 0.794
H -1.809 0.120 1.229
N 0.849 1.512 -0.356
N 1.825 0.566 -0.497
N 0.308 -1.103 0.300
S -1.042 -1.021 -0.751
S -3.609 0.329 -0.334
*
```



Computed relative energies in units of kJ/mol: <i> 66.5; <ii> 0.0



<i>
# C5H2O

C5H2O in the gas phase (ωB97M-V with the def2-TZVPD basis set, OMol25).

Calculated values
LUMO: -0.59 eV
Gap between HOMO and LUMO: 9.6 eV
Molar mass: 78.07 Da

ORCA input file:
```
! wB97M-V def2-TZVPD RIJCOSX def2/J DEFGRID3
* xyz 0 1
O 2.918 0.613 -1.053
C 2.316 0.218 -0.082
C 0.867 0.085 -0.036
C -0.338 -0.029 0.009
C -1.711 -0.160 0.062
C -2.911 -0.274 0.106
H 2.835 -0.075 0.848
H -3.975 -0.377 0.146
*
```



<ii>
# C5H2O

C5H2O in the gas phase (ωB97M-V with the def2-TZVPD basis set, OMol25).

Calculated values
LUMO: -0.53 eV
Gap between HOMO and LUMO: 9.5 eV
Molar mass: 78.07 Da

ORCA input file:
```
! wB97M-V def2-TZVPD RIJCOSX def2/J DEFGRID3
* xyz 0 1
O -2.390 -1.057 -0.082
C -2.168 0.095 0.209
C -0.853 0.657 -0.064
C 0.352 0.644 -0.176
C 1.672 0.256 -0.238
C 2.714 -0.350 -0.211
H -2.910 0.720 0.728
H 3.583 -0.966 -0.165
*
```



<iii>
# C5H2O

C5H2O in the gas phase (ωB97M-V with the def2-TZVPD basis set, OMol25).

Calculated values
LUMO: -0.46 eV
Gap between HOMO and LUMO: 9.2 eV
Molar mass: 78.07 Da

ORCA input file:
```
! wB97M-V def2-TZVPD RIJCOSX def2/J DEFGRID3
* xyz 0 1
O 1.294 -0.676 -2.492
C 0.750 -0.066 -1.612
C 0.281 1.267 -1.275
C -0.017 0.520 -0.230
C -0.516 0.192 1.036
C -0.949 -0.084 2.127
H 0.493 -0.832 -0.650
H -1.336 -0.321 3.095
*
```



Computed relative energies in units of kJ/mol: <i> 0.0; <ii> 35.1; <iii> 344.3



<i>
# C5H2O

C5H2O in the gas phase (ωB97M-V with the def2-TZVPD basis set, OMol25).

Calculated values
LUMO: -1.10 eV
Gap between HOMO and LUMO: 8.8 eV
Molar mass: 78.07 Da

ORCA input file:
```
! wB97M-V def2-TZVPD RIJCOSX def2/J DEFGRID3
* xyz 0 1
O 1.158 1.316 1.289
C 1.113 0.350 0.586
C -0.510 0.834 -1.538
C -1.087 -0.302 -1.359
C -0.633 -0.776 -0.224
C 0.139 -0.827 0.818
H 1.750 0.204 -0.307
H 0.147 -1.414 1.724
*
```



<ii>
# C5H2O

C5H2O in the gas phase (ωB97M-V with the def2-TZVPD basis set, OMol25).

Calculated values
LUMO: -0.72 eV
Gap between HOMO and LUMO: 9.1 eV
Molar mass: 78.07 Da

ORCA input file:
```
! wB97M-V def2-TZVPD RIJCOSX def2/J DEFGRID3
* xyz 0 1
O -1.911 -1.340 0.126
C -1.646 -0.228 0.506
C -0.402 0.501 0.493
C 0.277 1.501 0.072
C 1.236 0.469 -0.325
C 1.829 -0.546 -0.014
H -2.386 0.494 0.902
H 2.431 -1.214 0.547
*
```



Computed relative energies in units of kJ/mol: <i> 0.0; <ii> 19.0



<i>
# C9H8NO5

2 unconnected molecules or ions with the total composition C9H8NO5 (ωB97M-V with the def2-TZVPD basis set, OMol25).

Calculated values
LUMO (spin up / spin down): 2.62 / 2.62 eV
Gap between HOMO and LUMO (spin up / spin down): 6.1 / 6.1 eV
Molar mass: 210.17 Da

ORCA input file:
```
! wB97M-V def2-TZVPD RIJCOSX def2/J DEFGRID3
* xyz -1 1
C 0.538 2.635 -0.786
C 1.563 1.804 -0.338
C -0.730 2.353 -0.321
C 1.386 0.670 0.429
C -0.980 1.246 0.453
C 0.033 0.257 0.715
C 0.494 -2.105 1.613
C -0.811 -1.834 -1.687
C -0.363 -0.851 1.534
N -0.301 -0.662 -2.005
O 1.647 -2.243 1.211
O -0.121 -2.927 2.436
O 0.940 -0.646 -2.369
O -0.969 0.368 -1.998
O -1.276 -0.905 2.316
H 0.650 3.595 -1.374
H 2.676 2.023 -0.566
H -1.643 3.079 -0.441
H 2.276 0.074 0.709
H -2.026 1.078 0.928
H -0.210 -2.817 -1.769
H -1.906 -1.861 -1.462
H -0.866 -2.331 2.770
*
```



<ii>
# C9H8NO5

2 unconnected molecules or ions with the total composition C9H8NO5 (ωB97M-V with the def2-TZVPD basis set, OMol25).

Calculated values
LUMO (spin up / spin down): 3.12 / 3.12 eV
Gap between HOMO and LUMO (spin up / spin down): 6.4 / 6.4 eV
Molar mass: 210.17 Da

ORCA input file:
```
! wB97M-V def2-TZVPD RIJCOSX def2/J DEFGRID3
* xyz -1 1
C -1.552 -3.017 -0.593
C -2.199 -2.097 -1.419
C -0.456 -2.580 0.168
C -1.944 -0.737 -1.247
C -0.180 -1.255 0.367
C -0.946 -0.291 -0.366
C 3.625 0.924 0.478
C 0.197 2.750 1.190
C -0.986 1.164 -0.063
N 2.605 1.260 -0.783
O 3.882 -0.240 0.463
O 3.853 1.897 1.134
O 1.703 0.484 -0.914
O -1.835 1.950 -0.412
O 0.049 1.427 0.781
H -1.848 -4.154 -0.553
H -3.193 -2.458 -1.901
H 0.186 -3.348 0.537
H -2.258 0.030 -1.991
H 0.648 -0.916 1.031
H -0.401 2.719 2.172
H -0.166 3.473 0.507
H 1.216 3.015 1.415
*
```



Computed relative energies in units of kJ/mol: <i> 170.2; <ii> 0.0



<i>
# HN2O3

2 unconnected molecules or ions with the total composition HN2O3 (ωB97M-V with the def2-TZVPD basis set, OMol25).

Calculated values
LUMO: 4.48 eV
Gap between HOMO and LUMO: 8.3 eV
Molar mass: 77.02 Da

ORCA input file:
```
! wB97M-V def2-TZVPD RIJCOSX def2/J DEFGRID3
* xyz -1 1
N -0.377 2.597 -0.273
N -0.637 1.455 -0.491
O -1.579 0.919 -0.956
O 0.522 0.010 0.044
O 0.577 3.235 0.271
H 0.942 0.811 0.350
*
```



<ii>
# HN2O3

2 unconnected molecules or ions with the total composition HN2O3 (ωB97M-V with the def2-TZVPD basis set, OMol25).

Calculated values
LUMO (spin up / spin down): 3.98 / 2.13 eV
Gap between HOMO and LUMO (spin up / spin down): 7.9 / 4.4 eV
Molar mass: 77.02 Da

ORCA input file:
```
! wB97M-V def2-TZVPD RIJCOSX def2/J DEFGRID3
* xyz -1 1
N -0.680 0.412 2.683
N -0.330 1.378 2.089
O -0.937 2.198 1.415
O 0.317 0.290 -0.917
O -0.154 -0.565 3.178
H -0.164 1.114 -1.012
*
```



Computed relative energies in units of kJ/mol: <i> 0.0; <ii> 95.9



<i>
# C6H12

A gas-phase ion, C6H12 (charge -1) (ωB97M-V with the def2-TZVPD basis set, OMol25).

Calculated values
LUMO (spin up / spin down): 4.23 / 4.11 eV
Gap between HOMO and LUMO (spin up / spin down): 4.9 / 4.8 eV
Molar mass: 84.16 Da

ORCA input file:
```
! wB97M-V def2-TZVPD RIJCOSX def2/J DEFGRID3
* xyz -1 2
C -0.422 -2.561 -0.744
C 0.004 -1.129 -0.969
C -0.590 -0.210 0.083
C 0.208 1.036 0.409
C 1.602 1.305 0.015
C -0.473 2.003 1.418
H 0.071 -3.253 -1.457
H -1.480 -2.807 -0.912
H -0.159 -2.895 0.264
H 1.094 -1.071 -0.925
H -0.249 -0.804 -1.986
H -0.525 1.126 -0.607
H -1.550 -0.522 0.484
H 1.776 2.085 -0.725
H 2.442 1.127 0.676
H -1.038 2.792 0.925
H -1.084 1.369 2.080
H 0.373 2.410 1.971
*
```



<ii>
# C6H12

A gas-phase ion, C6H12 (charge -1) (ωB97M-V with the def2-TZVPD basis set, OMol25).

Calculated values
LUMO (spin up / spin down): 4.39 / 4.40 eV
Gap between HOMO and LUMO (spin up / spin down): 3.0 / 8.9 eV
Molar mass: 84.16 Da

ORCA input file:
```
! wB97M-V def2-TZVPD RIJCOSX def2/J DEFGRID3
* xyz -1 2
C 2.080 0.219 1.185
C 1.419 -0.493 -0.012
C -0.074 -0.329 -0.123
C -0.651 0.880 0.064
C -2.100 1.185 -0.163
C -0.774 -1.425 -0.884
H 2.708 -0.451 1.769
H 1.298 0.664 1.802
H 2.743 1.028 0.859
H 1.910 -0.149 -0.942
H 1.577 -1.566 0.078
H 0.051 1.665 0.330
H -2.451 0.891 -1.137
H -2.715 0.753 0.627
H -2.237 2.270 -0.231
H -0.501 -1.389 -1.955
H -1.852 -1.366 -0.761
H -0.433 -2.387 -0.505
*
```



Computed relative energies in units of kJ/mol: <i> 299.2; <ii> 0.0



<i>
# C50H48F3N9RbS5Sb

A molecular structure, C50H48F3N9RbS5Sb (ωB97M-V with the def2-TZVPD basis set, OMol25).

Calculated values
LUMO: 3.10 eV
Gap between HOMO and LUMO: 4.5 eV
Molar mass: 1199.55 Da

ORCA input file:
```
! wB97M-V def2-TZVPD RIJCOSX def2/J DEFGRID3
* xyz -2 1
Rb -0.394 1.067 0.127
C 6.848 1.690 -2.536
C 6.568 0.910 -1.252
C 7.166 -0.496 -1.391
C 7.242 1.639 -0.083
C 5.070 0.780 -0.980
C 4.099 1.197 -1.874
C 2.760 1.040 -1.536
N 2.352 0.503 -0.395
C 3.274 0.074 0.462
C 4.627 0.202 0.210
C 2.754 -0.545 1.738
C 3.557 -1.351 2.524
C 3.055 -1.908 3.700
C 1.745 -1.603 4.025
C 1.004 -0.791 3.174
N 1.486 -0.277 2.050
C 3.952 -2.794 4.562
C 5.124 -1.955 5.090
C 4.497 -3.951 3.714
C 3.197 -3.383 5.753
H 7.927 1.805 -2.660
H 6.404 2.688 -2.508
H 6.466 1.171 -3.417
H 8.239 -0.429 -1.590
H 6.695 -1.041 -2.212
H 7.023 -1.078 -0.479
H 8.307 1.772 -0.293
H 7.154 1.082 0.850
H 6.799 2.625 0.073
H 4.349 1.656 -2.818
H 1.983 1.371 -2.220
H 5.345 -0.128 0.949
H 4.570 -1.564 2.212
H 1.272 -1.986 4.918
H -0.023 -0.538 3.413
H 5.723 -1.552 4.272
H 5.774 -2.571 5.717
H 4.764 -1.114 5.685
H 5.108 -3.594 2.884
H 3.683 -4.546 3.296
H 5.119 -4.603 4.333
H 2.833 -2.605 6.428
H 3.870 -4.029 6.321
H 2.343 -3.982 5.433
S -1.399 9.403 1.005
C -1.310 7.719 1.014
S -2.486 6.684 0.352
C -1.757 5.128 0.680
C -0.557 5.191 1.319
S 0.492 3.891 1.846
S -0.019 6.821 1.666
S -2.675 3.718 0.164
N -2.093 1.718 3.052
C -2.696 0.737 3.755
C -3.190 0.912 5.038
C -3.748 -0.160 5.755
C -3.827 -1.422 5.232
C -3.327 -1.643 3.923
C -3.333 -2.920 3.307
C -2.815 -3.082 2.061
C -2.284 -1.953 1.392
N -2.271 -0.756 1.920
C -2.776 -0.584 3.179
H -2.108 2.678 3.354
H -1.984 1.622 2.059
H -3.139 1.898 5.485
H -4.125 0.029 6.754
H -4.253 -2.246 5.790
H -3.754 -3.760 3.850
H -2.809 -4.045 1.567
H -1.859 -2.049 0.397
N 0.730 4.242 -1.826
N -0.442 3.621 -2.418
H 1.245 3.513 -1.345
H 0.420 4.850 -1.069
H -0.817 4.300 -3.070
H -1.158 3.531 -1.689
F -8.075 3.178 -4.550
C -7.017 2.536 -3.987
C -5.886 3.262 -3.679
C -4.814 2.592 -3.104
C -4.857 1.217 -2.848
C -6.030 0.535 -3.160
C -7.120 1.186 -3.736
Sb -3.034 0.355 -2.039
C -3.913 -1.580 -1.731
C -3.454 -2.744 -2.348
C -4.011 -3.985 -2.056
C -5.038 -4.041 -1.138
F -5.587 -5.251 -0.845
C -5.524 -2.923 -0.497
C -4.945 -1.694 -0.798
C -2.265 0.017 -4.013
C -0.980 0.450 -4.338
C -0.459 0.267 -5.614
C -1.245 -0.361 -6.554
F -0.749 -0.546 -7.804
C -2.523 -0.801 -6.283
C -3.028 -0.600 -5.004
H -5.857 4.327 -3.870
H -3.937 3.170 -2.828
H -6.111 -0.531 -2.968
H -8.033 0.659 -3.986
H -2.633 -2.696 -3.055
H -3.652 -4.893 -2.523
H -6.320 -3.018 0.231
H -5.311 -0.813 -0.280
H -0.376 0.962 -3.597
H 0.537 0.598 -5.876
H -3.103 -1.284 -7.058
H -4.039 -0.926 -4.786
N 2.013 -3.405 -4.418
C 1.442 -3.201 -3.426
N 0.836 -3.094 -2.266
C 0.100 -2.102 -1.894
N -0.582 -1.267 -1.439
*
```



<ii>
# C50H48F3N9RbS5Sb

A molecular structure, C50H48F3N9RbS5Sb (ωB97M-V with the def2-TZVPD basis set, OMol25).

Calculated values
LUMO: 3.00 eV
Gap between HOMO and LUMO: 4.3 eV
Molar mass: 1199.55 Da

ORCA input file:
```
! wB97M-V def2-TZVPD RIJCOSX def2/J DEFGRID3
* xyz -2 1
Rb 1.160 -0.439 -0.132
C 1.718 -1.708 -7.734
C 1.189 -0.362 -7.242
C 2.279 0.698 -7.452
C -0.051 0.009 -8.067
C 0.801 -0.408 -5.766
C 0.865 -1.559 -4.999
C 0.482 -1.506 -3.664
N 0.039 -0.405 -3.070
C -0.028 0.713 -3.796
C 0.346 0.747 -5.132
C -0.529 1.938 -3.080
C -0.718 3.139 -3.751
C -1.167 4.266 -3.067
C -1.416 4.114 -1.713
C -1.208 2.877 -1.119
N -0.777 1.807 -1.773
C -1.352 5.584 -3.814
C -2.391 5.392 -4.925
C -0.011 6.003 -4.432
C -1.830 6.702 -2.889
H 1.997 -1.624 -8.787
H 0.967 -2.495 -7.649
H 2.602 -2.023 -7.177
H 2.585 0.713 -8.500
H 3.156 0.482 -6.840
H 1.929 1.698 -7.192
H 0.206 0.061 -9.128
H -0.454 0.978 -7.769
H -0.838 -0.736 -7.940
H 1.206 -2.502 -5.401
H 0.521 -2.390 -3.043
H 0.294 1.669 -5.692
H -0.513 3.209 -4.808
H -1.761 4.932 -1.097
H -1.388 2.747 -0.060
H -2.085 4.623 -5.635
H -2.527 6.326 -5.477
H -3.356 5.096 -4.509
H 0.348 5.267 -5.153
H 0.755 6.115 -3.664
H -0.122 6.957 -4.953
H -2.795 6.466 -2.436
H -1.945 7.624 -3.462
H -1.116 6.894 -2.086
S 8.454 1.419 3.213
C 6.879 1.205 2.653
S 6.246 1.952 1.257
C 4.654 1.225 1.215
C 4.427 0.317 2.205
S 3.013 -0.656 2.582
S 5.774 0.077 3.296
S 3.631 1.796 -0.090
N -2.610 0.487 1.203
C -2.710 1.605 1.979
C -3.904 2.121 2.436
C -3.919 3.211 3.331
C -2.763 3.791 3.770
C -1.518 3.292 3.310
C -0.269 3.813 3.733
C 0.883 3.269 3.258
C 0.812 2.197 2.334
N -0.323 1.686 1.926
C -1.481 2.213 2.412
H -3.391 0.107 0.694
H -1.712 0.344 0.771
H -4.837 1.668 2.122
H -4.876 3.584 3.679
H -2.777 4.619 4.469
H -0.253 4.635 4.440
H 1.858 3.629 3.558
H 1.730 1.775 1.937
N -3.065 -0.771 -2.034
N -2.858 -1.677 -0.933
H -2.673 -1.170 -2.883
H -2.485 0.039 -1.838
H -1.964 -2.160 -1.022
H -3.586 -2.379 -0.977
F -5.857 -5.755 2.573
C -4.747 -4.971 2.553
C -3.933 -4.999 1.439
C -2.805 -4.191 1.432
C -2.488 -3.376 2.521
C -3.335 -3.385 3.623
C -4.476 -4.181 3.648
Sb -0.684 -2.238 2.328
C -0.808 -1.132 4.160
C 0.341 -0.906 4.915
C 0.325 -0.038 5.999
C -0.859 0.591 6.320
F -0.881 1.448 7.376
C -2.023 0.393 5.607
C -1.980 -0.472 4.521
C 0.584 -3.779 3.093
C 1.876 -3.908 2.593
C 2.742 -4.877 3.086
C 2.286 -5.712 4.081
F 3.120 -6.664 4.573
C 1.012 -5.621 4.607
C 0.166 -4.645 4.102
H -4.180 -5.640 0.602
H -2.156 -4.207 0.561
H -3.108 -2.772 4.488
H -5.142 -4.196 4.501
H 1.284 -1.364 4.641
H 1.223 0.169 6.566
H -2.925 0.928 5.873
H -2.884 -0.606 3.938
H 2.244 -3.225 1.837
H 3.754 -4.969 2.718
H 0.704 -6.298 5.393
H -0.837 -4.561 4.504
N -0.345 -6.199 -4.274
C 0.162 -5.731 -3.339
N 0.823 -5.254 -2.299
C 0.263 -4.288 -1.629
N -0.171 -3.407 -0.995
*
```



Computed relative energies in units of kJ/mol: <i> 9.2; <ii> 0.0